1.
17
Properties=species:S:1:pos:R:3 method="wB97M-V/def2-TZVPD" orbital_gap_ev=6.857 de_lowest_kcal_mol=80.4 e_tot_ev=-7297.463 fmax_ha_per_bohr=0.0412 homo_ev=-13.5 total_charge=+1 spin_multiplicity=1 lumo_ev=-6.661
C 1.60349 -0.08410 -2.20037
C 0.45976 -0.50139 -1.41934
C 0.43327 -0.37366 -0.04095
C -0.27319 -0.88295 1.01632
N 0.05512 -0.47232 2.30691
N -1.83573 1.86515 0.17007
H 1.80255 -0.72820 -3.06140
H 1.52490 0.95627 -2.54786
H -0.52080 -0.57738 -1.89158
H -1.48945 0.94041 0.36346
H 1.19083 0.30447 0.37613
H -1.02671 -1.66998 1.01846
H -0.74941 -0.61899 2.90814
H 0.83582 -1.00620 2.68879
H -1.84231 2.40069 1.02877
H 2.56601 -0.05919 -1.67664
H -2.79016 1.85720 -0.16457

***

2.
17
Properties=species:S:1:pos:R:3 method="wB97M-V/def2-TZVPD" orbital_gap_ev=12.008 de_lowest_kcal_mol=29.0 e_tot_ev=-7299.691 fmax_ha_per_bohr=0.0092 homo_ev=-15.0 total_charge=+1 smiles=C[C@@]1(N)C[C@@H]1[NH3+] spin_multiplicity=1 lumo_ev=-3.017
C 1.85677 0.20439 -0.51969
C 0.50308 -0.02083 0.09287
N 0.13066 -1.39240 0.40902
C -0.16401 1.00583 0.95603
C -0.74668 0.71006 -0.39564
N -1.87666 -0.21462 -0.38520
H 1.98403 -0.41224 -1.40804
H 2.64249 -0.04466 0.19147
H 1.97608 1.24508 -0.80595
H 0.59522 -2.06032 -0.20010
H 0.32065 -1.64737 1.37346
H 0.33226 1.95321 1.09045
H -0.70837 0.67831 1.82942
H -0.71778 1.44516 -1.18364
H -2.23499 -0.41685 -1.31886
H -2.64742 0.07733 0.21707
H -1.24535 -1.11007 0.05734

***

3.
17
Properties=species:S:1:pos:R:3 method="wB97M-V/def2-TZVPD" orbital_gap_ev=8.686 de_lowest_kcal_mol=85.5 e_tot_ev=-7297.239 fmax_ha_per_bohr=0.0422 homo_ev=-13.8 total_charge=+1 spin_multiplicity=1 lumo_ev=-5.112
C -0.92733 -1.00298 -0.23284
C 0.15944 -0.24679 -0.81010
C -0.15460 0.12551 0.58132
C 0.92407 -0.26263 1.57044
N 1.20288 -0.55412 -1.51374
N -0.83007 1.29385 0.92973
H -1.95250 -0.72821 -0.42975
H -0.79922 -2.07452 -0.12332
H -0.72332 1.12951 -1.88159
H 0.47005 -0.43323 2.54584
H 1.65168 0.54144 1.67112
H 1.43484 -1.17262 1.26645
H 2.02780 0.03595 -1.51626
H 1.19197 -1.33195 -2.16739
H -1.06434 1.75668 -2.25380
H -0.91786 1.44445 1.92452
H -1.69349 1.47968 0.43937

***

4.
18
Properties=species:S:1:pos:R:3 method="wB97M-V/def2-TZVPD" orbital_gap_ev=6.670 de_lowest_kcal_mol=35.5 e_tot_ev=-9352.950 fmax_ha_per_bohr=0.0150 homo_ev=-2.7 total_charge=-1 spin_multiplicity=1 lumo_ev=3.949
C 0.11631 -1.19783 -1.76572
C -0.66274 -0.96706 -0.47110
C -2.84393 -1.08874 0.30713
N -2.09796 -1.10240 -0.70688
H 1.18111 -1.07021 -1.58550
H -0.08388 -2.17323 -2.21759
H -0.18305 -0.41023 -2.45998
H -0.39792 0.06177 -0.14956
H -0.37856 -1.75331 0.24048
H -2.40443 -0.99419 1.30844
H -3.92075 -1.16553 0.19809
N 2.50279 1.42526 1.39925
C 1.09063 1.69411 0.96406
O 0.93033 1.51176 -0.34883
H 2.91078 2.23487 1.85751
H 2.97901 1.29487 0.51421
H 0.44968 0.99002 1.57487
H 0.81256 2.71008 1.34113

***

5.
18
Properties=species:S:1:pos:R:3 method="wB97M-V/def2-TZVPD" orbital_gap_ev=6.741 de_lowest_kcal_mol=26.5 e_tot_ev=-9353.339 fmax_ha_per_bohr=0.0176 homo_ev=-2.4 total_charge=-1 spin_multiplicity=1 lumo_ev=4.313
C -0.59469 -0.13181 1.92371
C -1.01658 0.87173 1.13588
N -0.28306 1.63036 0.27592
N -1.56094 -0.85387 2.73969
H 0.44701 -0.38571 2.08532
H -2.10094 1.05554 1.22715
H -0.57091 2.59942 0.33633
H 0.96182 1.08012 -0.28924
H -1.42922 -0.65921 3.72857
H -1.52952 -1.85796 2.62343
C 1.28269 0.26713 -2.08659
O 1.79870 0.70491 -0.87024
C 0.63093 -1.10320 -1.94694
H 2.08341 0.22960 -2.83355
H 0.51392 0.97199 -2.44369
H 0.10873 -1.48099 -2.83013
H -0.09569 -1.07127 -1.12777
H 1.35433 -1.86678 -1.64783

***

6.
18
Properties=species:S:1:pos:R:3 method="wB97M-V/def2-TZVPD" orbital_gap_ev="2.542 / 6.777" de_lowest_kcal_mol=52.3 e_tot_ev=-9347.247 fmax_ha_per_bohr=0.0743 homo_ev="4.6 / 0.3" total_charge=-2 spin_multiplicity=2 lumo_ev="7.134 / 7.041"
C -0.12730 1.05292 0.05839
N 0.31620 0.75422 -1.38168
C 1.74473 0.13178 -1.46429
O 2.23367 -0.11827 -0.26612
C -0.82885 -0.32444 0.32043
C -1.77810 -0.32587 1.54180
N 0.22384 -1.31416 0.63135
H -0.82162 1.97682 0.21090
H 0.84053 1.17198 0.67151
H 0.19434 1.64026 -1.79278
H 2.28166 0.82431 -2.03619
H 1.68719 -0.89885 -2.09886
H -1.51995 -0.64703 -0.51283
H -1.21118 -0.58049 2.36003
H -2.25918 0.55397 1.47652
H -2.49574 -1.13509 1.41287
H 0.41587 -1.92806 -0.06288
H 1.10389 -0.83401 0.93183

***

7.
18
Properties=species:S:1:pos:R:3 method="wB97M-V/def2-TZVPD" orbital_gap_ev="4.245 / 10.168" de_lowest_kcal_mol=31.9 e_tot_ev=-9351.135 fmax_ha_per_bohr=0.0320 homo_ev="-3.3 / -9.5" total_charge=0 spin_multiplicity=2 lumo_ev="0.973 / 0.622"
O 1.21174 -2.47233 0.17172
C 0.07241 -2.03458 0.29680
N -1.02742 -2.84448 0.41730
C -0.09758 -0.56030 0.57130
N 0.71702 0.16267 -0.42517
C 0.81261 1.64867 -0.30121
C -0.53373 2.32554 -0.44669
H -1.86244 -2.65534 0.94486
H -0.74103 -3.82107 0.40561
H 0.35424 -0.34246 1.55274
H -1.13445 -0.24745 0.54681
H 1.61094 -0.27024 -0.41516
H 0.38305 -0.10243 -1.41237
H 1.30088 1.83714 0.65432
H 1.52588 1.96607 -1.06138
H -1.14985 2.17397 0.43584
H -0.37856 3.37283 -0.66491
H -1.06370 1.86378 -1.27041

***

8.
18
Properties=species:S:1:pos:R:3 method="wB97M-V/def2-TZVPD" orbital_gap_ev="10.189 / 7.059" de_lowest_kcal_mol=32.2 e_tot_ev=-9351.120 fmax_ha_per_bohr=0.0583 homo_ev="-9.2 / -9.1" total_charge=0 spin_multiplicity=2 lumo_ev="1.021 / -2.027"
C 0.08627 0.22402 0.95519
N 0.79096 1.48572 0.67665
C 1.57023 1.73482 -0.59341
O 0.94007 1.54164 -1.75170
C -0.71820 -0.59261 -0.10786
C -1.34550 -1.75667 0.64552
N 0.14160 -1.08503 -1.17577
H -0.64290 0.42053 1.74247
H 0.79715 -0.48442 1.39827
H 0.02272 2.12730 0.50961
H 2.51867 1.23240 -0.47773
H 1.62938 2.80166 -0.48881
H -1.44657 0.15705 -0.46003
H -0.63177 -2.53861 0.87544
H -1.73756 -1.33952 1.58118
H -2.27268 -2.06182 0.15611
H -0.39696 -1.52392 -1.90892
H 0.69510 -0.34251 -1.57620

***

9.
18
Properties=species:S:1:pos:R:3 method="wB97M-V/def2-TZVPD" orbital_gap_ev=11.091 de_lowest_kcal_mol=85.5 e_tot_ev=-9345.151 fmax_ha_per_bohr=0.0861 homo_ev=-14.3 total_charge=+1 spin_multiplicity=1 lumo_ev=-3.252
C 2.93641 -0.97981 0.11106
C 1.76446 -0.09229 0.05722
C -1.34596 -1.20567 0.32402
C -0.31715 -0.92395 -0.78473
N -0.58956 2.35399 -0.11918
N 0.58884 0.08621 -0.24192
O 2.87281 0.38835 0.49338
H 3.09003 -1.71500 0.93928
H 3.44936 -1.20988 -0.82830
H -2.01696 -0.32893 0.49356
H -1.96260 -2.01903 0.16804
H -0.82376 -1.32488 1.19942
H -0.73745 -0.35085 -1.71161
H 0.09101 -1.82452 -1.03481
H -0.72050 2.65756 0.78922
H -0.06070 2.99709 -0.66563
H -1.51544 2.02614 -0.39744
H -0.08614 1.35139 -0.09500

***

10.
18
Properties=species:S:1:pos:R:3 method="wB97M-V/def2-TZVPD" orbital_gap_ev=10.938 de_lowest_kcal_mol=46.9 e_tot_ev=-9346.822 fmax_ha_per_bohr=0.0645 homo_ev=-14.8 total_charge=+1 smiles="NCC[C@@H]([NH3+])C=O" spin_multiplicity=1 lumo_ev=-3.869
N 0.14377 -0.65184 -1.88985
C -0.85187 0.44465 -1.77353
C -0.66074 1.22592 -0.47703
C -0.32882 0.47148 0.86163
N -0.66071 -1.05564 0.70134
C 1.18633 0.39397 1.20486
O 1.57821 -0.53580 1.85208
H 1.04984 -0.24369 -2.11993
H -0.02066 -1.27080 -2.67710
H -0.80582 1.16185 -2.59251
H -1.80989 -0.01218 -2.07249
H 0.08765 2.00239 -0.61261
H -1.50319 1.83018 -0.12899
H -0.94689 0.74613 1.70990
H -0.14268 -1.51180 1.45852
H -1.66454 -1.19518 0.75931
H -0.22361 -1.28274 -0.30352
H 1.71042 1.34135 1.01786

***

11.
18
Properties=species:S:1:pos:R:3 method="wB97M-V/def2-TZVPD" orbital_gap_ev=10.329 de_lowest_kcal_mol=73.3 e_tot_ev=-9345.679 fmax_ha_per_bohr=0.0668 homo_ev=-13.3 total_charge=+1 spin_multiplicity=1 lumo_ev=-2.927
C 2.02559 1.57244 3.36263
C -0.65668 -1.69854 -0.40202
C -1.66084 -0.38142 -2.38223
C 0.97960 1.52755 1.14979
N 1.81253 1.57773 2.15462
N -0.46564 -0.94349 -1.67651
O 0.98677 0.73637 0.25084
H 1.33505 1.38912 4.15153
H 3.05647 1.64766 3.74141
H -0.73622 -2.78933 -0.54931
H 0.13736 -1.42520 0.25700
H -1.53708 -1.31331 0.05869
H -2.17906 -1.19387 -2.77014
H -2.33103 -0.01170 -1.61166
H -1.55194 0.30877 -3.18989
H 0.50956 2.44135 1.17147
H 0.25127 -1.43262 -2.19844
H 0.02428 -0.01150 -1.51776

***

12.
18
Properties=species:S:1:pos:R:3 method="wB97M-V/def2-TZVPD" orbital_gap_ev=11.468 de_lowest_kcal_mol=81.0 e_tot_ev=-9345.345 fmax_ha_per_bohr=0.1028 homo_ev=-14.9 total_charge=+1 smiles="C=N[C@H](O)[NH+](C)C" spin_multiplicity=1 lumo_ev=-3.450
C -2.77800 0.23099 -0.19549
N -1.59362 0.53732 -0.26094
C -0.63504 -0.47349 -0.19609
O -0.53799 -1.33291 0.88654
N 0.77741 0.28479 -0.41378
C 0.99825 1.13059 0.79402
C 1.91710 -0.64294 -0.54423
H -3.46693 1.03919 -0.28370
H -3.33288 -0.81212 -0.16358
H -0.44487 -1.05155 -1.17311
H -1.37596 -1.25951 1.29431
H 0.73023 0.93526 -1.22862
H 1.09840 0.54744 1.72053
H 2.07310 1.60665 0.50789
H 0.15932 1.87040 0.86067
H 1.53246 -1.53714 0.08729
H 2.06060 -0.83705 -1.56281
H 2.81840 -0.23592 -0.12889